Record 1
{"formula": "C2H6N4S", "method": "the ωB97M-V functional and the def2-TZVPD basis", "elements": ["C", "C", "N", "N", "N", "N", "S", "H", "H", "H", "H", "H", "H"], "coordinates": [[0.63756, 0.46848, 0.62354], [-1.76467, 1.37490, -0.54034], [1.51171, -0.31140, 1.04894], [2.57508, -0.95759, 0.43434], [1.41398, -2.84477, 0.76094], [2.44739, -2.20255, 0.39366], [-0.01428, 0.87743, -0.98297], [-0.01703, 1.01387, 1.45925], [-1.68860, 1.75632, 0.44465], [-2.40085, 0.55017, -0.59972], [-2.07937, 2.28798, -1.26500], [1.65482, -3.89926, 0.79914], [3.43666, -2.59836, 0.20448]], "forces_ev_per_a": [[-2.4, 1.2, 1.3], [1.7, 2.9, -2.3], [1.1, -0.7, 0.7], [-0.7, 2.5, -0.9], [-0.3, -3.0, 0.2], [2.3, -0.9, 0.6], [-0.2, 0.0, -0.2], [1.5, -1.2, -1.6], [-0.2, 0.4, 1.0], [-1.0, -1.1, -0.2], [0.7, -2.4, 1.7], [-0.3, 2.3, -0.3], [-2.1, 0.2, 0.1]], "largest_force_ev_per_a": 4.0, "spin_multiplicity": 1, "relative_energy_kcal_mol": 111.77, "lumo_energy_ha": [0.0305, 0.0305], "gap_ev": [8.933, 8.933], "e_tot_ev": -18962.1985, "homo_ev": [-8.10, -8.10], "charge": 0}

---

Record 2
{"formula": "C2HClO", "method": "the ωB97M-V functional and the def2-TZVPD basis", "elements": ["Cl", "C", "C", "O", "H"], "coordinates": [[0.90708, 1.04369, -1.61383], [0.10480, 0.25384, -0.41301], [-0.07449, -0.06339, 1.05724], [-1.09562, -0.14077, -0.33318], [0.15824, -1.09337, 1.30278]], "forces_ev_per_a": [[0.2, 0.1, -0.5], [-2.2, -1.6, 5.1], [1.2, 1.6, -2.7], [0.6, 0.4, -1.5], [0.2, -0.4, -0.4]], "largest_force_ev_per_a": 5.8, "spin_multiplicity": 1, "smiles": "ClC1=CO1", "relative_energy_kcal_mol": 77.98, "lumo_energy_ha": -0.0006, "gap_ev": 8.975, "e_tot_ev": -16655.2921, "homo_ev": -8.99, "charge": 0}

---

Record 3
{"formula": "C5H14OS", "method": "the ωB97M-V functional and the def2-TZVPD basis", "elements": ["C", "C", "C", "O", "H", "H", "H", "H", "H", "H", "H", "H", "C", "C", "S", "H", "H", "H", "H", "H", "H"], "coordinates": [[1.25454, 0.09976, -0.81817], [0.95239, -0.59228, 0.50247], [-0.47821, -1.08644, 0.57513], [1.11572, 0.30854, 1.60709], [0.56895, 0.95276, -0.95593], [1.11929, -0.59984, -1.66012], [2.29146, 0.47538, -0.83595], [1.64014, -1.45305, 0.62883], [-0.67674, -1.81916, -0.22506], [-0.67231, -1.56737, 1.54861], [-1.17395, -0.23881, 0.45654], [2.02670, 0.66772, 1.56843], [2.19257, 4.25604, 1.39300], [3.35836, 3.93459, 0.46852], [4.40762, 2.57373, 1.06661], [1.56344, 3.36261, 1.54329], [1.57009, 5.05533, 0.95680], [2.56279, 4.59490, 2.37520], [2.99222, 3.58159, -0.51473], [3.98896, 4.82717, 0.29217], [4.78737, 3.17288, 2.21522]], "forces_ev_per_a": [[0.0, 0.1, -0.2], [0.1, -0.1, 0.2], [-0.3, -0.2, 0.0], [0.8, 0.2, -0.3], [0.2, -0.3, 0.0], [0.1, 0.3, 0.3], [-0.3, -0.1, 0.0], [-0.2, 0.3, 0.0], [0.1, 0.3, 0.3], [0.1, 0.2, -0.4], [0.2, -0.3, 0.1], [-0.6, -0.2, 0.1], [-0.2, 0.0, 0.1], [0.0, 0.3, -0.4], [0.0, 0.1, 0.2], [0.2, 0.4, 0.0], [0.2, -0.3, 0.2], [-0.2, -0.1, -0.3], [0.2, 0.2, 0.4], [-0.3, -0.5, 0.0], [-0.1, -0.2, -0.2]], "largest_force_ev_per_a": 0.8, "spin_multiplicity": 1, "smiles": "CC(C)O.CCS", "relative_energy_kcal_mol": 0.30, "lumo_energy_ha": 0.0285, "gap_ev": 10.081, "e_tot_ev": -18294.7391, "homo_ev": -9.30, "charge": 0}

---

Record 4
{"formula": "C37H63F3N5O3Si2", "method": "the ωB97M-V functional and the def2-TZVPD basis", "elements": ["C", "C", "C", "C", "C", "C", "C", "C", "C", "C", "C", "C", "C", "C", "C", "C", "O", "F", "C", "C", "C", "C", "N", "C", "N", "C", "C", "C", "C", "O", "N", "C", "O", "F", "N", "C", "C", "C", "C", "C", "F", "H", "H", "H", "H", "H", "H", "H", "H", "H", "H", "H", "H", "H", "H", "H", "H", "H", "H", "H", "H", "H", "H", "H", "H", "H", "H", "H", "H", "H", "H", "H", "H", "H", "H", "H", "H", "H", "H", "H", "H", "H", "H", "H", "H", "H", "C", "Si", "C", "C", "N", "Si", "C", "C", "C", "H", "H", "H", "H", "H", "H", "H", "H", "H", "H", "H", "H", "H", "H", "H", "H", "H", "H"], "coordinates": [[8.98338, -1.66857, -1.55064], [8.00957, -1.54244, -2.82733], [6.69694, -0.61758, -2.54730], [7.04313, 0.95226, -2.46630], [5.88491, 1.85302, -1.78784], [4.96989, 2.64861, -2.85919], [3.67961, 3.19583, -2.02036], [3.00753, 4.49963, -2.73003], [2.06970, 3.92038, -3.93117], [0.57071, 4.56509, -3.89061], [-0.27603, 4.20136, -5.20812], [-1.27804, 2.95106, -5.06116], [-1.04947, 2.04463, -3.76866], [-1.94011, 2.25764, -2.45683], [-3.05748, 3.39225, -2.39618], [-2.72258, 4.61583, -1.42430], [-1.59636, 5.04248, -1.11758], [-3.85025, 5.27288, -0.79715], [-1.69689, 1.31088, -1.25297], [-2.61655, 1.47885, 0.05792], [-3.72575, 0.27502, 0.02495], [-3.59878, -0.71288, 1.30054], [-3.35457, -2.15374, 0.89254], [-0.60893, 0.14421, -1.24854], [-0.52613, -0.63330, -0.03875], [0.46084, -1.64576, -0.24553], [0.67475, -2.67699, 0.99364], [1.31691, -1.89631, -1.52621], [2.37142, -3.11573, -1.64086], [2.44025, -3.68450, -2.76868], [3.27248, -3.56300, -0.55420], [4.07626, -2.47303, 0.01970], [5.29356, -2.72417, 0.24026], [3.59737, -1.18785, 0.39225], [1.21279, -1.05779, -2.67844], [0.22979, -0.01847, -2.54164], [0.01858, 0.92550, -3.80213], [0.90259, 0.69173, -5.12482], [0.17230, -0.16761, -6.27111], [-0.38701, -1.53596, -5.65403], [-0.89430, -2.34872, -6.76419], [8.44179, -1.58883, -0.54097], [9.86271, -0.92444, -1.61486], [9.45968, -2.72378, -1.60401], [8.62047, -1.17772, -3.72866], [7.60982, -2.59324, -3.07639], [6.20444, -1.03970, -1.60190], [6.00132, -0.76901, -3.44410], [7.98745, 1.09225, -1.83064], [7.27478, 1.33397, -3.53630], [5.28737, 1.16339, -1.09239], [6.41507, 2.65940, -1.16179], [5.53679, 3.52332, -3.35879], [4.67547, 1.93173, -3.70233], [4.01381, 3.43532, -0.93947], [2.93938, 2.30754, -1.94754], [3.84926, 5.18051, -3.13861], [2.41353, 5.04668, -1.91908], [2.57690, 4.14497, -4.95062], [2.00584, 2.78510, -3.81703], [0.03765, 4.37471, -2.89804], [0.75431, 5.71223, -3.93326], [-0.93678, 5.12829, -5.43542], [0.46086, 4.09282, -6.07756], [-1.08602, 2.26456, -5.97692], [-2.36344, 3.32147, -5.19849], [-3.33541, 3.84478, -3.41717], [-4.03987, 2.91929, -1.99872], [-1.97618, 1.37527, 0.99850], [-3.16344, 2.47911, 0.11888], [-3.67167, -0.33708, -0.95236], [-4.76301, 0.78640, 0.11095], [-2.77919, -0.36754, 2.02698], [-4.57815, -0.72823, 1.89771], [-3.74087, -2.33591, -0.04343], [-2.33702, -2.29700, 0.93379], [1.74525, -2.55645, 1.42384], [-0.02561, -2.35256, 1.85396], [0.53667, -3.76892, 0.68745], [2.79677, -4.13365, 0.16076], [1.07729, 1.74957, -5.57122], [1.95534, 0.28817, -4.89366], [0.99086, -0.44909, -7.04440], [-0.61334, 0.42457, -6.86432], [-1.17782, -1.39825, -4.83516], [0.51015, -2.05636, -5.13616], [-5.79700, 0.82243, 7.35517], [-5.42136, -1.00990, 7.63686], [-7.05309, -1.93467, 7.50568], [-4.77975, -1.17814, 9.39613], [-4.27040, -1.50616, 6.45246], [-3.67900, -3.12454, 6.38837], [-5.03298, -4.38718, 6.06050], [-2.75592, -3.62895, 7.94688], [-2.45215, -3.24105, 4.95376], [-6.52703, 1.17884, 8.08912], [-4.88835, 1.42204, 7.45657], [-6.21004, 0.98165, 6.35534], [-7.82164, -1.43446, 8.10605], [-6.96695, -2.95844, 7.87658], [-7.40257, -1.96556, 6.47074], [-3.77773, -0.75184, 9.48882], [-4.74638, -2.22234, 9.71491], [-5.43797, -0.64570, 10.09230], [-5.66176, -4.54165, 6.94000], [-4.59216, -5.35618, 5.80029], [-5.66673, -4.07202, 5.22755], [-2.03850, -2.85934, 8.24233], [-2.20111, -4.55852, 7.77447], [-3.43914, -3.80828, 8.77978], [-1.61569, -2.55287, 5.10495], [-2.94170, -2.99219, 4.00736], [-2.05219, -4.25747, 4.87708]], "forces_ev_per_a": [[0.5, -0.6, -0.5], [-0.6, 0.0, 0.5], [0.9, -0.1, -0.8], [0.0, -0.2, 0.3], [0.9, 0.3, -0.8], [-0.4, -0.4, 1.1], [0.6, 0.2, -0.5], [0.1, -1.7, 0.2], [-0.3, 0.7, 0.4], [1.3, 0.9, -0.8], [-0.4, 1.0, 0.8], [0.5, -0.9, -0.8], [0.8, -2.3, 1.9], [2.8, -2.9, 0.7], [-1.0, -0.2, 0.7], [3.3, 1.5, 1.6], [-4.9, -1.9, -1.5], [1.9, -1.7, -1.7], [0.2, 1.5, -1.9], [0.3, -1.1, -0.9], [-0.4, 0.6, 1.0], [-0.7, -0.4, -0.1], [0.5, 1.3, 0.5], [-1.3, 2.1, -1.0], [3.9, -1.7, -5.0], [-0.2, -0.2, 0.2], [0.3, 1.4, 0.1], [-1.4, 2.5, -0.2], [-1.1, -0.8, -4.3], [-0.2, 2.1, 4.9], [-1.0, 3.0, -0.3], [5.5, -1.5, 1.7], [-5.8, 1.8, -0.8], [0.2, -2.9, -1.3], [-2.0, -0.4, 4.3], [-0.3, 0.2, -0.1], [-2.2, 1.2, 1.7], [-0.4, 1.3, -0.1], [0.6, -0.8, 0.0], [0.9, 0.4, -0.3], [0.7, 1.1, 2.0], [0.7, 0.0, -1.6], [-1.5, -1.0, 0.3], [-0.7, 1.7, 0.2], [-1.0, -0.4, 1.3], [0.6, 1.6, 0.3], [0.6, 0.9, -1.3], [0.7, 0.1, 1.3], [-1.2, -0.3, -1.0], [-0.3, -0.6, 1.7], [0.6, 1.2, -1.0], [-0.9, -1.2, -0.7], [-0.7, -1.4, 1.0], [0.2, 1.0, 1.1], [-0.4, -0.3, -1.8], [1.0, 1.6, -0.1], [-1.5, -1.0, 0.7], [0.6, -0.6, -1.4], [-1.0, -0.3, 1.6], [0.1, 1.6, -0.2], [0.7, 0.0, -1.5], [-0.4, -1.8, 0.1], [1.1, -1.5, 0.2], [-1.1, 0.0, 1.2], [-0.5, 1.1, 1.6], [1.7, -0.8, 0.6], [0.7, -0.7, 1.5], [1.6, 0.8, -0.6], [-0.8, 0.1, -1.4], [1.0, -1.3, -0.3], [0.0, 1.1, 1.5], [1.6, -0.9, -0.4], [-1.2, -0.6, -1.2], [1.4, 0.3, -0.9], [0.6, 0.1, 0.6], [-0.8, -0.2, -0.5], [-1.8, -0.1, -0.8], [0.9, -0.8, -1.5], [-0.1, 1.6, 0.4], [0.4, 0.4, -0.4], [-0.2, -1.8, 0.8], [-1.9, 0.4, -0.1], [-1.4, 0.4, 1.3], [1.0, -0.9, 1.2], [0.8, -0.2, -1.6], [-1.5, 0.5, -1.1], [-0.2, 0.0, 0.3], [2.0, -0.4, -2.2], [-0.5, 0.1, 0.4], [-0.4, 0.2, 0.5], [-0.5, -1.2, 1.1], [-0.8, 2.9, -0.2], [0.2, -0.6, -0.1], [0.3, -0.6, 0.0], [0.1, -0.4, 0.0], [0.0, 0.2, 0.0], [0.0, -0.1, 0.0], [0.1, 0.0, 0.0], [-0.1, -0.1, 0.0], [0.0, 0.0, -0.1], [0.1, 0.0, 0.0], [0.0, -0.1, -0.1], [0.1, 0.0, 0.0], [0.0, 0.0, 0.1], [0.0, 0.0, 0.0], [-0.1, -0.1, 0.0], [0.0, 0.1, 0.1], [-0.1, 0.0, 0.0], [0.1, -0.1, 0.1], [0.0, 0.1, 0.0], [-0.1, 0.0, 0.0], [0.0, 0.0, 0.1], [0.1, 0.0, -0.1]], "largest_force_ev_per_a": 6.6, "spin_multiplicity": 1, "lumo_energy_ha": -0.0109, "gap_ev": 2.975, "e_tot_ev": -76885.1060, "homo_ev": -3.27, "charge": -1}

---

Record 5
{"formula": "C34H56F2N2O6Si", "method": "the ωB97M-V functional and the def2-TZVPD basis", "elements": ["C", "C", "C", "C", "C", "C", "C", "F", "F", "C", "C", "Si", "C", "C", "C", "C", "C", "C", "C", "C", "C", "O", "N", "C", "C", "O", "C", "N", "C", "C", "C", "C", "C", "H", "H", "H", "H", "H", "H", "H", "H", "H", "H", "H", "H", "H", "H", "H", "H", "H", "H", "H", "H", "H", "H", "H", "H", "H", "H", "H", "H", "H", "H", "H", "H", "H", "H", "H", "H", "H", "H", "H", "H", "C", "C", "O", "C", "C", "O", "H", "H", "H", "H", "H", "H", "H", "H", "C", "C", "O", "C", "C", "O", "H", "H", "H", "H", "H", "H", "H", "H"], "coordinates": [[-0.21599, 5.87872, 3.47222], [-0.83455, 4.37198, 3.58563], [0.39548, 3.36321, 3.28436], [-0.03787, 2.33885, 2.08268], [0.66773, 2.81097, 0.72251], [0.65457, 1.69857, -0.46019], [1.70697, 0.54354, -0.13104], [2.77111, 0.57108, -1.13193], [2.41338, 0.72390, 1.12177], [1.16916, -0.95493, -0.10866], [2.41497, -1.94963, 0.24014], [1.71988, -3.74013, 0.13579], [2.97640, -4.99806, 0.92469], [1.39304, -4.19866, -1.69998], [0.06555, -3.93990, 1.15214], [-1.06247, -4.86924, 0.63579], [-2.41896, -5.01936, 1.40284], [-2.71847, -4.25980, 2.73340], [-1.57668, -3.33299, 3.28162], [-0.21919, -3.18167, 2.52374], [1.47369, 2.53033, -1.62085], [2.35005, 3.42540, -1.45330], [1.07147, 2.10319, -2.99631], [0.06678, 1.00334, -2.69923], [-0.66893, 1.43923, -1.30807], [-1.51729, 0.27359, -1.07493], [-1.92430, 0.14669, 0.26115], [-2.34331, -0.00236, 1.37633], [-1.65872, 2.62972, -1.71432], [-2.35351, 3.42097, -0.49826], [-2.81765, 2.25039, -2.75505], [-4.14243, 1.59172, -2.12249], [-4.44676, 0.15700, -2.85258], [-1.03736, 6.61289, 3.77397], [0.11896, 6.05440, 2.39268], [0.67183, 5.94782, 4.18761], [-1.65796, 4.19104, 2.81478], [-1.18490, 4.13478, 4.66027], [0.61567, 2.71681, 4.20609], [1.33005, 3.94340, 2.97601], [-1.17115, 2.24215, 2.03906], [0.35493, 1.30559, 2.42967], [1.74465, 3.11736, 1.01230], [0.18599, 3.80938, 0.38883], [0.57842, -1.28201, -1.02542], [0.45842, -1.05497, 0.80163], [2.80346, -1.75735, 1.31343], [3.28885, -1.82410, -0.48317], [3.19751, -4.60113, 1.98525], [3.91299, -5.02191, 0.26780], [2.43651, -6.01397, 0.94302], [2.39493, -4.46704, -2.21165], [0.88093, -3.33370, -2.25675], [0.71077, -5.12457, -1.75782], [-0.93329, -5.45071, -0.33283], [-3.25176, -5.70057, 0.98976], [-3.72913, -4.38874, 3.25426], [-1.81040, -2.77998, 4.26366], [0.56577, -2.49022, 2.98815], [1.90135, 1.81398, -3.53202], [-0.58503, 0.70081, -3.58290], [0.78202, 0.09080, -2.64001], [-1.00993, 3.42228, -2.25818], [-3.40841, 3.82702, -0.75182], [-2.47441, 2.82810, 0.46643], [-1.73398, 4.38210, -0.31405], [-2.50069, 1.59957, -3.63448], [-3.15711, 3.25496, -3.22350], [-5.04846, 2.25083, -2.39524], [-4.07952, 1.35480, -1.00750], [-5.37589, 0.19204, -3.51909], [-4.69504, -0.60460, -2.01484], [-3.52950, -0.26894, -3.38775], [0.62553, -4.58757, 7.98731], [0.62607, -5.58269, 6.84454], [0.98998, -4.94817, 5.60961], [2.25518, -4.74517, 5.20532], [3.37705, -4.93142, 6.18743], [2.47613, -4.34687, 4.08232], [1.61786, -4.16261, 8.15147], [0.29676, -5.06512, 8.91288], [-0.04267, -3.75233, 7.76370], [1.26063, -6.45048, 7.03993], [-0.38668, -5.96730, 6.70316], [3.62753, -3.96588, 6.63046], [4.24527, -5.31836, 5.65069], [3.15950, -5.64958, 6.97517], [1.72423, 3.97118, -6.34963], [0.25519, 3.60055, -6.33000], [-0.51348, 4.50641, -7.13635], [-0.67752, 4.38612, -8.46638], [0.19194, 3.42488, -9.22713], [-1.46658, 5.09742, -9.04710], [2.14268, 3.90441, -7.35606], [2.29613, 3.31193, -5.69321], [1.86017, 5.00360, -6.01901], [0.07611, 2.56386, -6.62664], [-0.12527, 3.69943, -5.31047], [1.04972, 3.96397, -9.63304], [-0.39268, 3.00614, -10.04833], [0.53797, 2.57955, -8.63593]], "forces_ev_per_a": [[-1.1, -1.0, 0.3], [1.8, 0.3, 0.2], [-1.3, -0.8, -0.6], [1.2, -0.2, 1.0], [-0.7, 0.1, 1.2], [1.7, 3.7, 0.0], [0.6, -2.1, 0.0], [-1.7, 0.1, 1.7], [-1.6, 0.2, -2.7], [0.8, -0.1, 1.7], [-0.6, 0.4, 0.2], [0.2, -0.8, 0.7], [-0.4, 0.5, -0.2], [-0.1, -0.3, -0.6], [-3.9, -0.2, 2.2], [-0.9, 1.9, 3.1], [1.8, 1.9, 1.5], [4.1, 0.3, -2.6], [0.1, -1.9, -2.8], [-2.9, -1.9, -1.1], [2.7, 2.6, -1.7], [-3.7, -3.8, -0.3], [-0.9, 0.0, 3.2], [1.8, -1.3, -1.1], [0.8, -0.7, -3.1], [-0.6, -0.4, 4.6], [-0.9, -0.3, 1.0], [1.9, 0.6, -4.9], [0.0, 1.6, 0.0], [0.0, 1.1, 0.1], [-0.7, 0.5, -0.1], [-0.3, -1.2, -1.3], [-0.3, -0.4, 1.3], [1.3, -0.7, -0.5], [-0.4, -0.1, 1.6], [-1.2, 0.1, -1.1], [1.0, 0.4, 1.2], [0.2, 0.7, -1.8], [-0.2, 1.1, -1.3], [-1.2, -0.8, 0.5], [1.6, 0.3, -0.1], [-0.6, 1.5, -1.0], [-1.7, -0.9, -0.9], [0.7, -1.8, 0.2], [1.0, 0.7, 1.1], [0.9, 0.4, -1.5], [-0.7, -0.2, -1.8], [-1.2, -0.1, 0.9], [-0.2, -1.0, -1.7], [-1.2, -0.2, 1.1], [1.1, 1.4, 0.1], [-1.6, 0.5, 0.7], [0.8, -1.3, 0.7], [1.1, 1.4, 0.0], [-0.2, 0.9, 1.5], [1.6, 1.2, 0.6], [1.8, 0.3, -0.8], [0.7, -0.8, -1.8], [-1.2, -1.2, -0.9], [-0.6, 0.2, 0.4], [0.4, 1.1, 1.3], [-1.7, 0.9, 0.8], [-0.9, -1.4, 0.9], [1.7, -0.9, 0.1], [0.3, 0.7, -1.3], [-1.0, -1.7, 0.1], [-0.1, 0.9, 1.3], [0.8, -1.5, 0.8], [1.5, -0.9, 1.0], [-0.1, 0.8, -1.5], [1.6, 0.0, 0.7], [0.3, 1.1, -1.4], [-1.4, 0.7, 0.5], [0.1, 0.2, 0.0], [0.0, 0.1, 0.2], [-0.3, -0.1, -0.4], [0.3, 0.4, -0.4], [0.3, -0.6, 0.1], [-0.5, -0.2, 0.8], [0.0, -0.1, 0.0], [0.0, 0.0, -0.1], [0.0, -0.1, 0.0], [0.1, 0.1, 0.0], [0.1, 0.1, -0.3], [0.0, -0.1, 0.0], [-0.1, 0.3, 0.0], [-0.1, 0.2, 0.1], [0.1, 0.1, -0.2], [0.2, 0.0, 0.0], [-0.4, 0.1, 0.3], [-0.3, 0.5, -0.6], [-0.1, -0.7, -0.1], [0.5, -0.4, 0.7], [0.0, -0.1, 0.1], [0.0, 0.1, 0.0], [-0.1, -0.1, 0.1], [0.0, 0.1, -0.1], [-0.1, 0.1, -0.2], [-0.1, 0.0, 0.0], [0.1, 0.3, 0.0], [0.2, 0.1, 0.0]], "largest_force_ev_per_a": 5.3, "spin_multiplicity": 1, "smiles": "CCCCC[C@]1(C(F)(F)CC[Si](C)(C)c2ccccc2)C(=O)NC[C@]1(OC#N)[C@H](C)CCC.CCOC(C)=O.CCOC(C)=O", "lumo_energy_ha": 0.0139, "gap_ev": 8.751, "e_tot_ev": -64735.3917, "homo_ev": -8.37, "charge": 0}